Density functional theory data (wB97M-V/def2-TZVPD) for C3H8O in the gas phase at a distorted geometry.

The geometry in XYZ format:
```
12
Properties=species:S:1:pos:R:3
C -1.59886 0.07589 -0.29446
C -0.33144 -0.71688 0.36502
O 0.71206 0.03706 0.94361
C 1.75091 0.47236 0.09915
H -1.53442 0.34439 -1.38240
H -2.51209 -0.54066 -0.22097
H -1.66277 0.97957 0.28540
H -0.24409 -1.08743 -0.63376
H -0.69339 -1.35865 1.17988
H 2.28930 -0.37652 -0.34364
H 1.36966 1.11465 -0.70371
H 2.45512 1.05623 0.70588
```

## Properties
SMILES string: CCOC
Gap between HOMO and LUMO, eV: 10.51

Atom charges from the natural (NBO) analysis, given in e for atoms 1 to 5:
1. C -0.652
2. C -0.089
3. O -0.538
4. C -0.245
5. H 0.197

---

Density functional theory data (wB97M-V/def2-TZVPD) for C22H30N4O5S in the gas phase at a distorted geometry.

The geometry in XYZ format:
```
62
Properties=species:S:1:pos:R:3
C 2.87660 -3.02162 4.96685
C 2.65148 -2.19616 3.73857
C 3.58109 -2.19239 2.70831
C 3.40264 -1.41920 1.56929
C 2.25705 -0.62837 1.47443
C 1.30423 -0.60617 2.49107
C 1.52406 -1.40004 3.61202
H 0.79252 -1.39248 4.40693
C 0.06755 0.23192 2.43832
H -0.55049 -0.03400 1.58272
H -0.51341 0.10127 3.34872
H 0.32818 1.28202 2.32848
S 2.06727 0.32636 -0.03389
O 3.25824 1.07510 -0.31846
O 0.84923 1.09625 -0.04895
N 1.97059 -0.91566 -1.18837
C 0.87978 -1.83484 -0.88222
C 0.24314 -2.35524 -2.16365
N -0.32459 -1.23901 -2.89282
C -1.65069 -1.26695 -3.15388
O -2.31898 -2.27389 -3.03619
C -2.26862 0.01297 -3.71061
N -2.44496 1.03995 -2.70234
C -2.35859 0.90748 -1.34760
O -1.99795 -0.07072 -0.74142
C -2.81782 2.23657 -0.75030
N -3.12644 2.99182 -1.93829
C -2.89061 2.31949 -3.08257
O -3.02073 2.69535 -4.21748
H -3.41286 3.95537 -1.92532
C -1.73716 2.89480 0.13835
C -2.40036 3.13238 1.49691
H -1.68439 3.08459 2.31439
C -3.45579 2.03448 1.57630
H -4.21216 2.22444 2.33611
H -2.97894 1.07651 1.78087
C -4.04015 2.01968 0.16861
H -4.56134 1.09179 -0.06235
H -4.73347 2.85174 0.03160
H -2.88401 4.11113 1.51936
H -1.38464 3.81912 -0.31831
H -0.88497 2.22289 0.23345
H -3.25371 -0.25389 -4.11120
H -1.66859 0.43181 -4.52376
C 0.50083 -0.04518 -2.96905
H 0.12131 0.73502 -2.30046
C 1.92791 -0.38037 -2.53504
H 2.38274 -1.10183 -3.22083
H 2.53811 0.52422 -2.52836
H 0.51209 0.33797 -3.99514
H -0.57733 -3.03677 -1.93089
H 0.97927 -2.88162 -2.77905
H 1.27788 -2.66132 -0.28573
H 0.10397 -1.31766 -0.30595
C 4.42821 -1.46112 0.48456
H 4.00228 -1.89273 -0.41887
H 5.28649 -2.05169 0.79514
H 4.74934 -0.45361 0.23429
H 4.46582 -2.80668 2.79241
H 1.93537 -3.25324 5.45849
H 3.50037 -2.47086 5.67112
H 3.38809 -3.94921 4.72168
```

## Properties
SMILES string: Cc1cc(C)c(S(=O)(=O)N2CCN(C(=O)CN3C(=O)NC4(CCCC4)C3=O)CC2)c(C)c1
Gap between HOMO and LUMO, eV: 9.83

Atom charges from the natural (NBO) analysis, given in e for atoms 1 to 5:
1. C -0.632
2. C 0.021
3. C -0.233
4. C 0.040
5. C -0.307

---

Energy relative to the best compared isomer or geometry (same formula, charge and spin) values (in eV) by entry order: 1.668 1.158.
HOMO energy values (in Eh) by entry order: -0.3446 -0.3399.